# 1
Below is an isolated molecule of C23H26N4O2, with properties calculated with ωB97M-V with the def2-TZVPD basis set.

CARTESIAN COORDINATES (ANGSTROEM)
1 C -5.62200 -0.05242 -1.82381
2 C -5.65020 -1.02542 -0.65188
3 C -4.63929 -0.64176 0.43886
4 C -4.69565 -1.60602 1.63270
5 C -3.79876 -1.14521 2.77611
6 N -3.29941 -0.58591 -0.09959
7 C -2.66283 -1.61066 -0.73665
8 C -1.40738 -1.24048 -1.11701
9 C -1.22870 0.09972 -0.69194
10 C -0.18182 1.03032 -0.80269
11 C 1.11912 0.70315 -1.45534
12 O 1.72415 1.49592 -2.15476
13 N 1.54905 -0.55954 -1.22622
14 C 2.86514 -0.97751 -1.66561
15 C 3.91978 -0.57297 -0.66494
16 C 4.96380 0.26376 -0.94610
17 C 5.14538 0.87011 -2.30174
18 C 5.89576 0.57734 0.07772
19 C 5.74273 0.07554 1.33160
20 C 6.66973 0.35126 2.46970
21 N 4.67687 -0.72323 1.59163
22 C 3.70970 -1.08422 0.66819
23 O 2.76466 -1.77788 1.02834
24 C -0.37230 2.30022 -0.30019
25 C -1.57013 2.65256 0.34567
26 C -1.71033 3.94961 0.88517
27 N -1.83565 4.99912 1.33099
28 C -2.62084 1.75108 0.47257
29 C -2.44626 0.48204 -0.05855
30 H -6.36093 -0.33816 -2.56824
31 H -4.64349 -0.04915 -2.29817
32 H -5.84394 0.95846 -1.48912
33 H -6.64714 -1.03195 -0.20562
34 H -5.43944 -2.03404 -1.00975
35 H -4.88147 0.36621 0.79180
36 H -5.72901 -1.66944 1.98007
37 H -4.38961 -2.60191 1.30656
38 H -3.85263 -1.84654 3.60395
39 H -2.76221 -1.08236 2.45221
40 H -4.10695 -0.16508 3.13266
41 H -3.15104 -2.55541 -0.88011
42 H -0.70507 -1.84376 -1.65427
43 H 1.18985 -1.06764 -0.43050
44 H 3.04715 -0.52592 -2.63924
45 H 2.85278 -2.06716 -1.75777
46 H 5.98175 1.56391 -2.30265
47 H 5.33335 0.10099 -3.04908
48 H 4.24059 1.40577 -2.58643
49 H 6.72818 1.22419 -0.14401
50 H 7.04866 -0.58142 2.88567
51 H 7.50949 0.95373 2.14034
52 H 6.14645 0.88516 3.26331
53 H 4.54089 -1.07886 2.53043
54 H 0.41745 3.02856 -0.39743
55 H -3.52804 2.05331 0.97321

Its LUMO energy is 0.0137 hartree. The HOMO-LUMO gap is 8.642 eV. As for the total energy: -34330.4383 eV. Its spin multiplicity is 1. For the energy above the lowest of the compared OMol25 structures with the same formula, charge and spin, the calculation gives 0.359 eV. Its net charge is 0. As for the SMILES: CCC(CC)n1ccc2c(C(=O)NCc3c(C)cc(C)[nH]c3=O)cc(C#N)cc21.

---

# 2
Below is a structure of composition C9H24N2P in a non-equilibrium geometry, with properties calculated with ωB97M-V with the def2-TZVPD basis set.

CARTESIAN COORDINATES (ANGSTROEM)
1 C -1.23287 1.75921 -2.37661
2 C 0.98262 0.78046 -3.13088
3 C 0.15739 1.45668 2.34167
4 C -1.96809 -0.08041 2.49797
5 C -0.63152 -1.33965 -1.83984
6 C 0.87440 -1.43192 2.50512
7 C 0.08853 1.07626 -1.89900
8 C -0.68015 0.30101 1.64388
9 C 0.99625 -0.74864 0.16866
10 N -0.32366 -0.15312 -1.06521
11 N 0.11375 -0.91312 1.36516
12 P 2.13100 -2.14989 -0.41748
13 H -1.48484 1.92572 -3.41566
14 H -2.00123 1.05645 -2.12364
15 H -1.31243 2.74343 -1.88931
16 H 0.21481 0.24580 -3.84948
17 H 1.88586 0.18921 -2.94774
18 H 1.23212 1.68750 -3.57170
19 H -0.54763 2.19507 2.38500
20 H 0.49438 1.23152 3.30649
21 H 0.95693 2.06420 1.89488
22 H -2.78924 0.50775 2.02818
23 H -1.90186 0.31488 3.57254
24 H -2.30058 -1.09562 2.32248
25 H -1.19284 -0.92888 -2.66720
26 H 0.07006 -1.94379 -2.37000
27 H -1.34964 -1.91431 -1.34333
28 H 0.14490 -1.76165 3.40352
29 H 1.55311 -2.19489 2.18380
30 H 1.41395 -0.66129 3.00406
31 H 0.70815 1.63174 -1.20458
32 H -0.93178 0.75827 0.74589
33 H 1.59101 0.19843 0.38311
34 H -0.48252 -1.67952 1.10612
35 H 3.00495 -1.77953 0.66019
36 H 2.51672 -1.34734 -1.40707

Its LUMO energy is -0.0947 hartree. The HOMO-LUMO gap is 10.000 eV. As for the total energy: -21980.4163 eV. Its spin multiplicity is 1. For the energy above the lowest of the compared OMol25 structures with the same formula, charge and spin, the calculation gives 1.429 eV. Its net charge is +1.

---

# 3
Below is a structure of composition C23H15Cl5N2OPPd in a non-equilibrium geometry, with properties calculated with ωB97M-V with the def2-TZVPD basis set.

CARTESIAN COORDINATES (ANGSTROEM)
1 Pd -0.12729 -1.05836 -0.38118
2 Cl -3.49457 -6.25809 2.93032
3 C -2.94076 -4.75211 2.33894
4 C -2.37579 -4.66081 1.07174
5 Cl -2.22258 -6.05067 0.07336
6 C -1.93485 -3.43063 0.61214
7 Cl -1.24795 -3.28130 -1.00288
8 C -2.03784 -2.25436 1.34941
9 O -1.65018 -1.07301 0.90652
10 C -2.59769 -2.37296 2.63140
11 Cl -2.70945 -0.94488 3.58064
12 C -3.04652 -3.59543 3.11824
13 Cl -3.72642 -3.69093 4.68300
14 N 2.20892 0.81713 -0.43675
15 P 0.54027 0.97778 -0.20461
16 C 0.17107 2.06255 1.14011
17 C 0.33976 3.44411 0.99420
18 C 0.06190 4.26931 2.06685
19 C -0.39689 3.72342 3.26223
20 C -0.57735 2.35652 3.39727
21 C -0.28760 1.51180 2.33620
22 C -0.09182 1.73947 -1.70567
23 C 0.63070 1.70577 -2.89450
24 C 0.06926 2.21757 -4.05509
25 C -1.21037 2.75092 -4.03023
26 C -1.93684 2.77959 -2.84534
27 C -1.38225 2.27426 -1.68355
28 C 2.71131 -0.40202 -0.86342
29 C 4.06967 -0.60713 -1.10180
30 C 4.48759 -1.85648 -1.49212
31 C 3.55899 -2.88945 -1.63419
32 C 2.24091 -2.61638 -1.38185
33 N 1.81737 -1.39035 -1.00916
34 H 2.86535 1.53306 -0.16264
35 H 0.66372 3.86353 0.04994
36 H 0.18906 5.33865 1.97106
37 H -0.62317 4.37766 4.09288
38 H -0.94781 1.94509 4.32603
39 H -0.43822 0.44477 2.42130
40 H 1.63162 1.29383 -2.91861
41 H 0.63238 2.20074 -4.97730
42 H -1.64329 3.14893 -4.93758
43 H -2.93336 3.19691 -2.82672
44 H -1.94693 2.29920 -0.75922
45 H 4.76703 0.20838 -0.97683
46 H 5.53723 -2.03524 -1.68086
47 H 3.85696 -3.88383 -1.92744
48 H 1.47674 -3.37654 -1.46427

Its LUMO energy is -0.1485 hartree. The HOMO-LUMO gap is 6.633 eV. As for the total energy: -104498.6259 eV. Its spin multiplicity is 1. For the energy above the lowest of the compared OMol25 structures with the same formula, charge and spin, the calculation gives 0.000 eV. Its net charge is +1.

---

# 4
Below is a cluster of 2 separate species, C3H6BrF2N in total in a non-equilibrium geometry, with properties calculated with ωB97M-V with the def2-TZVPD basis set.

CARTESIAN COORDINATES (ANGSTROEM)
1 C 0.58397 1.40609 -0.08414
2 C 1.18148 -0.02608 0.10488
3 C 0.14849 -1.12878 -0.09157
4 N -1.82392 -0.40604 0.62494
5 F -0.28891 -1.63799 -1.23264
6 F 0.28775 -2.08823 0.78385
7 Br -2.61552 0.67222 -0.59307
8 H 0.17173 1.44696 -1.11831
9 H 1.30555 2.11378 -0.09876
10 H -0.27146 1.50551 0.56858
11 H 1.49229 -0.24206 1.20421
12 H 1.92252 -0.16148 -0.57273
13 H -2.09397 -1.45389 0.50475

Its LUMO energy (spin up / spin down) is 0.0081 / 0.0081 hartree. The HOMO-LUMO gap (spin up / spin down) is 8.657 / 8.654 eV. As for the total energy: -80172.0792 eV. Its spin multiplicity is 1. For the energy above the lowest of the compared OMol25 structures with the same formula, charge and spin, the calculation gives 3.846 eV. Its net charge is 0.

---

The lowest total energy belongs to which entry?
C23H15Cl5N2OPPd

---

Look up the net charge of the second one.
+1